Density functional theory data (ωB97M-V/def2-TZVPD) for C5H8O2 in the gas phase at a distorted geometry.

The geometry in ORCA input format:
```
! wB97M-V def2-TZVPD RIJCOSX def2/J DEFGRID3
* xyz 0 1
C -1.2129 0.6717 0.4698
O -0.7608 1.3165 -0.7726
C -0.0384 0.4575 -1.4253
C -0.0297 -0.9104 -0.8935
C -0.2815 -0.5316 0.5696
C 1.1584 0.0001 0.9775
O 1.8583 0.2746 -0.1725
H -2.2766 0.4490 0.3326
H -1.0813 1.4094 1.2661
H 0.2284 0.7701 -2.4321
H 1.0724 -1.0467 -0.9370
H -0.6041 -1.6824 -1.4102
H -0.6941 -1.3269 1.1936
H 1.0343 0.9092 1.5939
H 1.6275 -0.7601 1.6401
*
```

Calculated values
Max |F| in Eh/bohr: 0.0209
LUMO (spin up / spin down) in eV: 0.296 / 0.296
ΔE to the lowest compared entry with this formula, charge and spin in kcal per mole: 86.92

---

Density functional theory data (ωB97M-V/def2-TZVPD) for an isolated ion of composition C5H13N2S and charge +1 at a distorted geometry.

The geometry in ORCA input format:
```
! wB97M-V def2-TZVPD RIJCOSX def2/J DEFGRID3
* xyz 1 1
C 1.2381 -1.3404 -0.0862
C 0.8960 1.0100 -0.9618
C -0.3123 -0.9426 0.0833
C -1.2670 -1.5759 -0.8578
C -0.3392 1.3640 1.0211
N 2.8198 0.6146 1.1296
N -0.3215 0.5770 -0.2508
S 2.4654 0.1225 -0.2964
H 1.5563 -1.9290 0.8505
H 1.2855 -2.0535 -0.9612
H 0.9197 0.6624 -2.0943
H 1.0171 2.0704 -0.8839
H -0.4597 -1.2301 1.0605
H -0.7966 -1.9866 -1.7010
H -2.2058 -0.9989 -0.9284
H -1.8026 -2.4072 -0.3548
H 0.6124 1.0686 1.5987
H -0.2506 2.5248 0.7847
H -1.3333 1.1514 1.6112
H 3.7584 0.7682 1.2144
H -1.0503 0.5753 -0.9331
*
```

Calculated values
Max |F| in Eh/bohr: 0.0883
LUMO in eV: -2.898
ΔE to the lowest compared entry with this formula, charge and spin in kcal per mole: 83.97

---

Density functional theory data (ωB97M-V/def2-TZVPD) for C43H62BCl2F4InN6O4PS as an isolated structure.

The geometry in ORCA input format:
```
! wB97M-V def2-TZVPD RIJCOSX def2/J DEFGRID3
* xyz 1 1
In 1.3496 0.9518 -0.3487
C 1.6406 -3.6475 -1.6068
C 0.4980 -3.6531 -0.5937
C 0.2056 -5.0910 -0.1501
C -0.7664 -2.9866 -1.1111
C -1.4433 -3.5393 -2.1939
C -2.6866 -3.0640 -2.5834
C -3.2644 -2.0193 -1.8818
C -2.6106 -1.3967 -0.8231
C -3.2875 -0.2441 -0.0913
C -4.4118 -0.7444 0.8234
C -3.8422 0.8093 -1.0510
C -1.3489 -1.8922 -0.4503
N -0.6201 -1.2103 0.5630
C -0.8147 -1.4563 1.7874
C -0.2252 -0.5882 2.8941
N 0.5787 0.3594 2.6497
C 0.8286 1.3131 3.6857
C -0.1245 2.3268 3.8808
C 0.0845 3.2425 4.9069
C 1.2125 3.1818 5.7047
C 2.1607 2.2020 5.4615
C 1.9957 1.2552 4.4555
C 3.1149 0.2519 4.2331
C 3.8769 0.5958 2.9509
C 2.6972 -1.2178 4.3098
C -1.3592 2.4894 3.0031
C -2.6556 2.1974 3.7646
C -1.4091 3.9007 2.4038
C -0.8188 -1.0755 4.1669
C -0.6963 -0.7111 5.4842
C -1.3999 -1.4577 6.4614
C -2.1953 -2.5268 6.1371
C -2.3371 -2.9278 4.7856
C -3.1166 -4.0049 4.2940
C -3.1627 -4.2729 2.9493
C -2.4470 -3.5001 2.0027
C -1.6813 -2.4573 2.4541
C -1.6352 -2.1814 3.8375
H 2.4918 -4.2088 -1.2165
H 1.9884 -2.6301 -1.7933
H 1.3460 -4.1235 -2.5487
H 0.8514 -3.0952 0.2671
H -0.0307 -5.7284 -1.0061
H -0.6366 -5.1346 0.5414
H 1.0760 -5.5164 0.3539
H -1.0150 -4.3961 -2.7048
H -3.2128 -3.5234 -3.4108
H -4.2577 -1.6803 -2.1562
H -2.5352 0.2496 0.5249
H -5.1714 -1.2735 0.2411
H -4.8980 0.0986 1.3205
H -4.0460 -1.4237 1.5904
H -4.7252 0.4298 -1.5779
H -3.0853 1.1176 -1.7712
H -4.1593 1.6921 -0.4934
H -0.6478 4.0227 5.0785
H 1.3630 3.9035 6.4968
H 3.0577 2.1610 6.0682
H 3.8054 0.4022 5.0663
H 3.2034 0.6907 2.0950
H 4.6297 -0.1624 2.7208
H 4.3828 1.5557 3.0430
H 2.0115 -1.5168 3.5164
H 2.2022 -1.4339 5.2589
H 3.5824 -1.8544 4.2447
H -1.2946 1.7773 2.1778
H -2.7713 2.8874 4.6036
H -2.6715 1.1826 4.1612
H -3.5203 2.3210 3.1077
H -1.6203 4.6480 3.1707
H -2.2115 3.9770 1.6637
H -0.4572 4.1778 1.9409
H -0.0870 0.1261 5.7932
H -1.3059 -1.1646 7.4989
H -2.7207 -3.0682 6.9149
H -3.6812 -4.6162 4.9880
H -3.7680 -5.0971 2.5948
H -2.5282 -3.7330 0.9495
O 2.7477 -1.6915 0.5660
H 3.6436 -2.0470 0.5271
H 2.7088 -1.2193 1.4101
O -1.0371 2.3606 -0.4786
H -1.0070 3.0321 -1.1746
H -1.0689 2.8672 0.3445
Cl 1.3698 3.5878 -2.6011
C 1.2325 5.2801 -2.1200
Cl -0.3290 5.6170 -1.3384
H 1.3003 5.8982 -3.0049
H 2.0213 5.4910 -1.4082
F 4.2610 3.9182 -1.3250
B 4.0703 3.1445 -0.1533
F 2.7544 3.3252 0.3381
F 4.1827 1.7527 -0.5885
F 5.0265 3.4172 0.7978
C -0.2340 1.3377 -7.2033
N -1.5528 0.8099 -6.8828
C -2.6026 0.6826 -7.7826
C -3.6768 0.2590 -7.0927
N -3.2674 0.1328 -5.7783
C -1.9669 0.4705 -5.6426
S -1.0916 0.4943 -4.1918
H -0.3428 2.1703 -7.8944
H 0.3819 0.5681 -7.6695
H 0.2480 1.6856 -6.2917
H -2.4858 0.9076 -8.8280
H -4.6789 0.0405 -7.4150
H -3.8205 -0.1652 -4.9911
N 4.7055 2.2444 -3.0982
C 4.7028 1.0375 -4.0031
P 2.8978 0.7787 -4.2719
O 2.4719 1.8179 -5.2360
O 2.4433 0.6988 -2.8406
C 2.5620 -0.9143 -4.9660
N 1.3390 -1.3902 -4.2568
H 4.2787 2.0233 -2.1757
H 4.1332 2.9999 -3.4883
H 5.6345 2.6161 -2.9122
H 5.1886 0.2236 -3.4692
H 5.2328 1.2711 -4.9234
H 3.3792 -1.6156 -4.8002
H 2.3452 -0.8445 -6.0288
H 0.5015 -0.7757 -4.4961
H 1.4667 -1.1763 -3.2590
H 1.1145 -2.3736 -4.3817
*
```

Calculated values
Max |F| in Eh/bohr: 0.0172
LUMO in eV: -2.426
ΔE to the lowest compared entry with this formula, charge and spin in kcal per mole: 20.46

---

Density functional theory data (ωB97M-V/def2-TZVPD) for a 9-piece molecular cluster, C16H52N10O11 overall at a distorted geometry.

The geometry in ORCA input format:
```
! wB97M-V def2-TZVPD RIJCOSX def2/J DEFGRID3
* xyz 0 1
C 2.9976 1.5533 4.3715
O 1.9554 2.1379 3.6134
C 0.8463 2.6567 4.3063
C -0.2176 1.6430 4.3148
N -0.7842 1.2900 3.0344
C -1.2099 2.4195 2.1478
C -2.0961 3.5608 2.7665
O -3.5054 3.2717 2.7238
C -3.8269 2.0694 3.3137
H 3.6615 0.9413 3.7608
H 2.6077 0.7957 5.0513
H 3.6163 2.3659 4.7523
H 0.5732 3.6208 3.8773
H 1.0265 2.8585 5.3622
H -0.9793 2.1287 4.9247
H 0.1835 0.7175 4.7278
H 0.0681 1.0292 2.5592
H -1.7603 1.8685 1.3851
H -0.3938 2.8234 1.5486
H -2.0260 4.4857 2.1941
H -1.6903 4.0326 3.6614
H -3.4860 2.0239 4.3480
H -3.6738 1.1506 2.7477
H -4.8435 1.8931 3.6652
C -5.4145 -1.5983 -5.6692
O -4.7428 -2.7347 -6.1778
C -3.5086 -2.4470 -6.8172
C -2.1873 -2.9011 -6.0701
N -1.9884 -2.1480 -4.8705
C -1.0275 -2.8364 -3.9871
C -0.8199 -2.1150 -2.6177
O -2.1317 -1.9304 -1.9700
C -1.9942 -1.2468 -0.6963
H -4.8502 -1.0502 -4.9147
H -6.4284 -1.9069 -5.4147
H -5.4402 -0.8755 -6.4848
H -3.4813 -1.3897 -7.0806
H -3.4598 -2.9588 -7.7783
H -1.3219 -2.7502 -6.7153
H -2.2503 -3.9694 -5.8628
H -2.8491 -2.1659 -4.3423
H -0.0811 -3.0972 -4.4609
H -1.4237 -3.8026 -3.6745
H -0.3369 -1.1615 -2.8312
H -0.1556 -2.7106 -1.9915
H -1.0055 -1.3228 -0.2439
H -2.6138 -1.5706 0.1400
H -2.1870 -0.1784 -0.7940
N 4.4395 -2.5793 -2.0316
C 3.6650 -2.5895 -1.0271
N 2.4894 -2.0507 -1.1912
O 3.8789 -3.1192 0.0455
H 5.4223 -2.7227 -1.8481
H 4.1402 -2.1059 -2.8721
H 1.8795 -2.3026 -0.4266
H 2.1858 -1.5137 -1.9909
N -2.5595 -0.9991 4.2620
C -2.2029 -2.1018 3.7329
N -1.4409 -1.8401 2.7537
O -2.5284 -3.2023 4.0117
H -2.3600 -0.1179 3.8106
H -3.2101 -1.1602 5.0175
H -1.1325 -0.8783 2.7503
H -1.0768 -2.6343 2.2469
N 0.4420 1.8989 -1.2293
C 1.1314 1.8983 -2.3658
N 0.9537 3.0370 -2.7938
O 1.7541 0.9849 -2.9142
H 0.5750 1.0108 -0.7671
H -0.0016 2.7624 -0.9504
H 0.6156 3.7566 -2.1709
H 1.1538 3.2681 -3.7564
N 4.3125 2.9050 -0.5959
C 3.8647 2.4176 0.5266
N 3.2606 3.2996 1.2163
O 4.0597 1.2375 0.8196
H 4.1755 3.9022 -0.6793
H 4.7244 2.4054 -1.3710
H 2.9402 3.0201 2.1325
H 3.1225 4.2452 0.8895
O 1.4726 0.1623 0.7520
H 1.4317 -0.6590 1.2418
H 2.3695 0.4723 0.8776
O 5.1833 -1.2136 1.4168
H 4.6472 -0.4206 1.4224
H 4.6929 -1.8309 0.8739
O 1.7465 -2.8909 1.9385
H 2.1610 -3.7408 1.7901
H 2.2780 -2.4805 2.6206
*
```

Calculated values
SMILES: COCCNCCOC.COCCNCCOC.NC(N)=O.NC(N)=O.NC(N)=O.NC(N)=O.O.O.O
Max |F| in Eh/bohr: 0.2176
LUMO in eV: -0.260
ΔE to the lowest compared entry with this formula, charge and spin in kcal per mole: 101.41